# 1
Density functional theory data (the ωB97M-V functional and the def2-TZVPD basis) for 2 unconnected molecules or ions with the total composition C7H14N2 at a distorted geometry.

Computed properties:
Relative energy (zero: lowest compared OMol25 entry of this formula, charge and spin)   1.827 eV
SMILES   C=CC(C)(C)N.CC#N
E_LUMO   0.80 eV
Total charge   0

Geometry as XYZ:
```
23
Properties=species:S:1:pos:R:3:nbo_charge:R:1
C -1.440 1.023 -1.285 -0.3965
C -0.546 0.056 -1.156 -0.2040
C 0.860 0.222 -0.685 0.1364
C 1.834 -0.166 -1.791 -0.6120
C 1.108 -0.979 0.608 -0.6661
N 1.132 1.530 -0.223 -0.8610
H -1.199 2.045 -1.038 0.2128
H -2.454 0.817 -1.589 0.1952
H -0.801 -0.962 -1.439 0.1939
H 1.746 0.534 -2.623 0.2264
H 1.624 -1.176 -2.146 0.2098
H 2.856 -0.130 -1.421 0.2058
H 0.850 -1.937 0.159 0.1917
H 2.187 -0.918 0.736 0.2004
H 0.780 -0.967 1.645 0.2087
H 0.535 1.782 0.579 0.3969
H 2.101 1.637 0.050 0.3597
C -2.104 -0.823 1.926 -0.7280
C -1.256 0.349 1.835 0.3346
N -0.845 1.414 2.019 -0.3729
H -2.346 -1.173 0.921 0.2574
H -3.027 -0.563 2.447 0.2584
H -1.594 -1.615 2.471 0.2523
```

# 2
Density functional theory data (the ωB97M-V functional and the def2-TZVPD basis) for 2 unconnected molecules or ions with the total composition C7H14N2 at a distorted geometry.

Computed properties:
Relative energy (zero: lowest compared OMol25 entry of this formula, charge and spin)   1.108 eV
SMILES   Cc1c[nH]cn1.CCC
E_LUMO   0.88 eV
Total charge   0

Geometry as XYZ:
```
23
Properties=species:S:1:pos:R:3:nbo_charge:R:1
C -0.939 -3.164 -0.373 -0.6546
C -1.619 -1.880 -0.649 0.0943
C -1.046 -0.613 -0.516 -0.1159
N -2.075 0.259 -0.703 -0.5249
C -3.236 -0.480 -0.772 0.1510
N -2.961 -1.754 -0.678 -0.4600
H -0.033 -3.160 0.246 0.2179
H -0.787 -3.938 -1.116 0.2240
H -1.614 -3.642 0.357 0.2295
H -0.025 -0.473 -0.208 0.2235
H -2.190 1.263 -0.601 0.4185
H -4.159 -0.013 -1.070 0.1951
C 1.413 2.074 -0.598 -0.6020
C 2.242 1.114 0.318 -0.4100
C 2.030 1.461 1.795 -0.6279
H 2.014 2.161 -1.501 0.2145
H 1.217 2.978 -0.043 0.2047
H 0.416 1.680 -0.800 0.1920
H 2.153 0.083 0.009 0.2041
H 3.304 1.305 0.124 0.1995
H 1.453 0.726 2.372 0.2094
H 2.948 1.633 2.365 0.2121
H 1.496 2.379 2.042 0.2053
```